[1]
Formula: C22H25ClN4O3
Source: OMol25
Level of theory: the ωB97M-V functional and the def2-TZVPD basis

Energy relative to the best compared isomer or geometry (same formula, charge and spin) in kcal per mole: 30.75
LUMO level in eV: 0.6
SMILES: Cn1c(CCN2CCOCC2)nc2cc(NC(=O)COc3ccc(Cl)cc3)ccc21
E_tot in eV: -47845.67567

Each line ends with the Löwdin charge.
Geometry (Å):
Cl (9.703, 0.667, -0.962)  0.6648
O (1.308, 0.627, 2.559)  0.0764
O (4.031, 0.002, 0.366)  -0.0585
O (-6.801, 3.035, -1.413)  -0.1315
N (-6.595, 0.650, 0.129)  -0.1710
N (1.499, -0.464, 0.555)  0.1374
N (-3.354, -0.869, 1.281)  0.1758
N (-3.643, -2.041, -0.597)  -0.0341
C (5.362, 0.198, 0.134)  -0.2585
C (3.468, 0.500, 1.559)  -0.0910
C (6.237, 0.835, 1.005)  -0.0132
C (5.843, -0.295, -1.080)  -0.0004
C (0.021, -1.612, -0.925)  -0.0335
C (-7.503, 1.722, 0.506)  -0.1748
C (-2.135, -1.026, 0.680)  -0.2071
C (7.171, -0.154, -1.420)  -0.1003
C (-5.675, -1.539, 0.799)  -0.0858
C (-5.435, 1.230, -0.530)  -0.1597
C (8.035, 0.486, -0.543)  -0.6847
C (-4.307, -2.771, -1.639)  -0.0103
C (1.955, 0.229, 1.617)  -0.4427
C (-0.884, -0.574, 1.078)  0.0689
C (7.572, 0.978, 0.664)  -0.0994
C (-6.242, -0.189, 1.262)  -0.1917
C (-2.298, -1.768, -0.515)  -0.1682
C (0.191, -0.875, 0.259)  -0.2126
C (-7.916, 2.492, -0.749)  -0.2009
C (-4.218, -1.467, 0.511)  -0.3258
C (-1.217, -2.067, -1.327)  -0.0167
C (-5.894, 2.016, -1.757)  -0.1962
H (-4.881, 1.899, 0.151)  0.1385
H (-5.046, 2.508, -2.238)  0.1262
H (-7.031, 2.420, 1.219)  0.1325
H (0.887, -1.825, -1.535)  0.1077
H (7.538, -0.535, -2.359)  0.1069
H (-8.560, 3.335, -0.490)  0.1244
H (8.249, 1.473, 1.341)  0.1078
H (-5.827, -2.267, 1.599)  0.1254
H (-8.457, 1.812, -1.425)  0.1253
H (-8.391, 1.289, 0.972)  0.1224
H (5.898, 1.226, 1.951)  0.1076
H (3.921, 0.026, 2.440)  0.1449
H (-6.369, 1.324, -2.471)  0.1251
H (-0.759, -0.012, 1.986)  0.1088
H (2.200, -0.715, -0.132)  0.1346
H (-5.511, 0.292, 1.928)  0.1213
H (-6.227, -1.870, -0.080)  0.1099
H (-4.815, -3.649, -1.233)  0.0993
H (-7.160, -0.373, 1.824)  0.1182
H (-3.567, -3.101, -2.366)  0.0850
H (-1.323, -2.632, -2.242)  0.1026
H (-5.041, -2.140, -2.148)  0.0950
H (-4.763, 0.433, -0.847)  0.1126
H (3.608, 1.586, 1.642)  0.1440
H (5.154, -0.788, -1.749)  0.1190



[2]
Formula: C4H6OS2
Source: OMol25
Level of theory: the ωB97M-V functional and the def2-TZVPD basis

Energy relative to the best compared isomer or geometry (same formula, charge and spin) in kcal per mole: 23.54
LUMO level in eV: 0.1
SMILES: O=C(S)/C=C/CS
E_tot in eV: -27962.25794

Each line ends with the Löwdin charge.
Geometry (Å):
S (-2.618, -1.263, -0.197)  0.8250
S (2.922, -0.377, -0.672)  0.7162
O (-2.660, 1.336, -0.560)  0.0139
C (-1.962, 0.388, -0.319)  -0.8095
C (-0.543, 0.627, -0.171)  -0.1008
C (1.753, 0.247, 0.552)  -0.5752
C (0.435, -0.184, 0.168)  -0.2309
H (0.295, -1.220, 0.206)  0.0865
H (-3.845, -0.774, -0.360)  -0.1148
H (1.993, -0.154, 1.534)  0.0828
H (-0.355, 1.697, -0.166)  0.1262
H (1.923, 1.375, 0.455)  0.1058
H (2.661, -1.697, -0.468)  -0.1252



[3]
Formula: C4H6N2OS
Source: OMol25
Level of theory: the ωB97M-V functional and the def2-TZVPD basis

Energy relative to the best compared isomer or geometry (same formula, charge and spin) in kcal per mole: 99.56
LUMO level in eV: 0.6
SMILES: Nc1cnoc1CS
E_tot in eV: -20105.02439

Each line ends with the Löwdin charge.
Geometry (Å):
S (2.602, 0.193, -0.439)  0.6309
O (-1.234, 1.618, -0.289)  -0.0580
N (-0.233, -1.800, 0.296)  0.1131
N (-2.378, 0.901, -0.614)  0.0499
C (-0.748, -0.553, -0.073)  -0.2843
C (1.356, 1.423, 0.341)  -0.3403
C (-2.116, -0.386, -0.483)  -0.0791
C (-0.282, 0.760, 0.124)  -0.1845
H (-0.660, -2.563, -0.154)  0.0798
H (1.715, 1.510, 1.332)  0.0124
H (2.787, -0.697, 0.579)  -0.1532
H (0.702, -1.733, 0.469)  0.0063
H (-2.839, -1.096, -0.842)  0.1143
H (1.327, 2.421, -0.246)  0.0927



[4]
Formula: C3H4LiO4Tm
Source: OMol25
Level of theory: the ωB97M-V functional and the def2-TZVPD basis

Spin multiplicity: 4
Energy relative to the best compared isomer or geometry (same formula, charge and spin) in kcal per mole: 29.07
<S²>: 3.75
Charge: +1
LUMO level (alpha / beta) in eV: -4.3 / -5.3
E_tot in eV: -41093.39044

Each line ends with the Löwdin charge.
Geometry (Å):
Tm (0.352, -0.534, -2.006)  1.6724
O (1.061, 0.602, 1.263)  -0.0262
O (0.065, -1.188, 0.224)  -0.3361
O (-1.229, 0.564, 1.404)  -0.0835
O (-0.247, 1.009, -0.552)  -0.3805
C (0.966, -1.729, 1.163)  -0.1888
C (1.350, -0.532, 2.054)  -0.1370
C (-0.196, 0.416, 0.655)  -0.8902
Li (-2.133, 2.061, 0.156)  0.8432
H (1.850, -2.150, 0.660)  0.1169
H (0.489, -2.526, 1.754)  0.1359
H (0.740, -0.517, 2.970)  0.1364
H (2.413, -0.516, 2.320)  0.1376



[5]
Formula: C30H78F6N4O14PRb
Source: OMol25
Level of theory: the ωB97M-V functional and the def2-TZVPD basis

LUMO level in eV: -1.7
E_tot in eV: -93244.83668

Each line ends with the Löwdin charge.
Geometry (Å):
Rb (2.557, 4.614, -1.415)  0.8395
P (0.696, -0.012, 0.291)  0.2574
F (1.535, -0.557, 1.605)  -0.1990
F (0.696, 1.540, 0.848)  -0.2189
F (-0.736, -0.163, 1.028)  -0.1797
F (0.686, -1.646, -0.173)  -0.2172
F (-0.158, 0.433, -1.002)  -0.1776
F (2.101, 0.318, -0.567)  -0.2257
O (-7.271, 1.290, -3.001)  -0.1795
O (12.452, -2.775, -0.001)  -0.1889
O (-12.345, 3.258, -5.754)  -0.1697
O (1.444, -4.910, 5.683)  -0.1729
O (-1.807, 5.919, -0.551)  -0.0529
O (2.721, 0.855, -5.412)  -0.1980
O (-3.964, -0.568, 6.966)  -0.0639
O (-4.823, 1.752, 4.373)  -0.0707
O (-1.555, 1.241, -6.284)  -0.1886
O (7.280, -4.698, 0.954)  -0.1950
O (4.215, 2.941, 3.327)  -0.0685
O (-2.800, -6.344, 4.649)  -0.1853
O (5.872, 1.467, 4.880)  -0.0872
O (-2.143, 7.060, 1.973)  -0.0603
N (-1.313, -3.914, 5.397)  -0.0643
N (0.646, 2.853, -5.183)  -0.0504
N (-8.846, 3.553, -4.492)  -0.0641
N (9.892, -3.072, 1.277)  -0.0691
C (1.467, 2.713, -6.397)  -0.2132
C (13.804, -2.669, -0.475)  -0.1071
C (8.616, -2.739, 1.895)  -0.1999
C (-7.489, 2.641, -2.695)  -0.2448
C (6.231, -5.131, 0.111)  -0.1406
C (-1.571, 2.645, -6.487)  -0.2217
C (2.819, 2.196, -5.969)  -0.2128
C (-13.231, 2.161, -5.998)  -0.1056
C (-4.504, 0.647, 6.478)  -0.2674
C (3.842, 0.250, -4.799)  -0.0957
C (-6.245, 0.759, -2.161)  -0.1039
C (-0.704, 3.424, -5.431)  -0.1646
C (-1.905, -4.163, 4.094)  -0.1988
C (7.365, -3.241, 1.013)  -0.1648
C (5.408, 2.462, 2.799)  -0.2595
C (-3.705, -7.420, 4.345)  -0.0816
C (-11.146, 2.791, -5.210)  -0.2398
C (2.731, -5.436, 5.285)  -0.1100
C (6.396, 2.446, 3.955)  -0.2132
C (-4.048, 0.783, 5.050)  -0.2432
C (-2.063, 5.648, 1.763)  -0.2405
C (-2.575, 5.283, 0.385)  -0.2758
C (-0.078, -3.096, 5.289)  -0.1731
C (12.357, -2.996, 1.400)  -0.2255
C (-8.876, 3.103, -3.151)  -0.2543
C (11.025, -2.596, 2.100)  -0.1920
C (-3.140, -5.088, 4.237)  -0.2689
C (1.220, -3.827, 4.786)  -0.2305
C (-10.192, 3.969, -4.876)  -0.2000
C (-2.457, 0.553, -7.098)  -0.1183
H (-3.710, -5.121, 3.309)  0.1127
H (-11.237, 2.330, -4.227)  0.1127
H (1.572, 3.661, -6.925)  0.1257
H (9.968, -4.079, 1.265)  0.1088
H (3.482, -4.665, 5.453)  0.0802
H (-5.578, 0.777, 6.612)  0.1122
H (13.876, -2.866, -1.545)  0.0836
H (11.002, -3.060, 3.086)  0.1105
H (-1.199, -4.630, 3.406)  0.1197
H (-2.625, 4.202, 0.256)  0.1315
H (7.381, 2.114, 3.626)  0.1177
H (-9.537, 2.252, -2.986)  0.1158
H (14.448, -3.472, -0.117)  0.0775
H (-1.989, -3.383, 5.928)  0.0975
H (-9.129, 3.903, -2.455)  0.1229
H (3.486, 2.138, -6.830)  0.1190
H (5.260, 1.478, 2.355)  0.1370
H (8.582, -1.654, 1.993)  0.1087
H (-10.683, 2.164, -5.972)  0.1297
H (-2.236, -3.232, 3.633)  0.1102
H (-2.646, 5.115, 2.515)  0.1144
H (-7.384, 2.822, -1.626)  0.1156
H (-3.614, 5.602, 0.306)  0.1229
H (3.495, 2.337, 3.128)  0.0975
H (-1.259, 3.432, -4.493)  0.1104
H (-4.570, -7.281, 4.994)  0.0826
H (-6.822, 3.299, -3.253)  0.1215
H (4.933, 1.645, 4.972)  0.0664
H (1.130, -4.149, 3.749)  0.1112
H (-5.397, 1.391, -1.899)  0.0858
H (1.147, 1.909, -7.060)  0.1219
H (3.611, -0.486, -4.029)  0.0979
H (-1.088, 5.229, 2.013)  0.1165
H (6.361, -5.049, -0.968)  0.0759
H (0.119, -2.726, 6.295)  0.1118
H (6.459, 3.352, 4.558)  0.1185
H (-2.587, 3.020, -6.368)  0.1151
H (4.574, -0.007, -5.565)  0.0872
H (5.250, -4.680, 0.261)  0.0874
H (6.439, -2.818, 1.404)  0.1107
H (3.291, 2.882, -5.266)  0.1051
H (-1.477, 7.313, 2.617)  0.0836
H (-2.153, -0.494, -7.127)  0.0893
H (-8.786, 2.684, -5.004)  0.1026
H (2.042, -3.112, 4.746)  0.1114
H (12.614, -4.020, 1.670)  0.1156
H (-2.040, 6.850, -0.541)  0.0902
H (-5.729, 1.435, 4.352)  0.0802
H (-3.954, -7.483, 3.285)  0.0823
H (-10.020, 4.563, -5.774)  0.1127
H (-4.208, 1.408, 7.200)  0.1171
H (-4.266, -0.613, 7.876)  0.0828
H (-10.504, 4.659, -4.092)  0.1190
H (-5.831, -0.099, -2.691)  0.0864
H (-3.444, 0.489, -6.641)  0.0871
H (-3.834, -4.654, 4.958)  0.1142
H (-3.236, -8.364, 4.620)  0.0825
H (10.972, -1.518, 2.254)  0.1119
H (8.484, -3.168, 2.888)  0.1079
H (-0.614, 4.449, -5.793)  0.1074
H (4.339, 1.020, -4.209)  0.0686
H (-14.242, 2.558, -6.086)  0.0837
H (6.244, -6.221, 0.144)  0.0846
H (-4.149, -0.143, 4.485)  0.1237
H (-6.702, 0.424, -1.230)  0.0864
H (-0.343, -2.277, 4.620)  0.1040
H (-13.190, 1.372, -5.247)  0.0865
H (2.852, -6.314, 5.920)  0.0853
H (0.553, 1.893, -4.882)  0.1007
H (5.768, 3.279, 2.173)  0.1086
H (13.136, -2.370, 1.834)  0.1062
H (-2.480, 0.960, -8.109)  0.0880
H (-1.285, 2.872, -7.514)  0.1107
H (-13.115, 1.704, -6.981)  0.0811
H (2.846, -5.754, 4.249)  0.0819
H (7.535, -2.878, -0.001)  0.1106
H (14.256, -1.724, -0.174)  0.0840
H (-2.997, 1.068, 5.019)  0.1289



Question: E_tot of number 1 (C22H25ClN4O3)?
Answer: -47845.67567 eV